Version one
{"formula": "C4H5N3", "method": "ωB97M-V/def2-TZVPD", "symbols": ["C", "C", "C", "C", "N", "N", "N", "H", "H", "H", "H", "H"], "positions_angstrom": [[-2.0941, 0.7830, -0.1850], [-2.3218, -0.4201, 0.2843], [1.2635, 0.0759, -0.3421], [2.6014, -0.0259, 0.1562], [-0.7828, 1.2174, -0.5392], [0.2156, 0.5920, -0.1747], [-2.3783, -1.6382, 0.4634], [-2.8184, 1.6620, -0.1270], [2.8384, -1.0350, 0.5033], [2.8850, 0.7865, 0.8590], [3.3213, 0.1165, -0.5856], [-2.7297, -2.1140, -0.3126]], "mulliken_charge": [-0.445, 0.621, 0.152, -0.886, -0.800, 0.495, -0.570, 0.308, 0.274, 0.271, 0.319, 0.262], "homo_ha": -0.2726, "lumo_ev": 0.4834, "homo_lumo_gap_ev": 7.9}



Version two
{"formula": "C4H5N3", "method": "ωB97M-V/def2-TZVPD", "symbols": ["C", "C", "C", "C", "N", "N", "N", "H", "H", "H", "H", "H"], "positions_angstrom": [[-1.2251, -1.5426, -0.0843], [-1.9854, 0.7154, 0.0042], [2.3672, 1.1300, 0.5206], [-0.8968, -0.2809, -0.0473], [-1.4733, -2.6467, -0.5016], [-2.9068, 1.3920, -0.0209], [1.3686, 0.8650, -0.2591], [3.3273, 1.5260, 0.0911], [2.1727, 1.4104, 1.5117], [-2.3474, -3.3150, -0.2149], [0.1122, 0.0897, 0.2083], [1.4867, 0.6567, -1.2078]], "mulliken_charge": [0.540, 0.266, -0.254, -0.602, -0.479, -0.411, -0.379, 0.228, 0.254, 0.324, 0.308, 0.205], "homo_ha": -0.3148, "lumo_ev": 0.2135, "smiles": "N#CC=C=N.C=N", "homo_lumo_gap_ev": 8.8}



Q: Which of them is the least stable? A: version one.